Record 1
DFT (ωB97M-V with the def2-TZVPD basis set) results for an isolated ion of composition C5H12N3 and charge +1 at a distorted geometry.

Last column: Löwdin charge in e.
Positions of all 20 atoms, in Å:
C1 2.49 0.92 0.37  0.00
C2 1.16 0.41 0.14  -0.28
C3 0.75 -0.94 0.00  -0.01
N1 -0.69 -0.96 -0.19  -0.08
C4 -1.03 -1.18 -1.65  -0.01
C5 -1.16 0.45 0.36  -0.33
N2 -1.47 0.33 1.69  0.12
N3 0.05 1.22 0.03  0.12
H1 3.21 0.14 0.52  0.09
H2 2.47 1.50 1.29  0.10
H3 2.94 1.41 -0.49  0.11
H4 1.28 -1.75 0.52  0.13
H5 -1.28 -1.60 0.35  0.18
H6 -2.09 -1.23 -1.97  0.11
H7 -0.40 -0.63 -2.38  0.12
H8 -0.54 -2.16 -1.96  0.12
H9 -1.99 0.80 -0.28  0.17
H10 -2.49 0.22 1.84  0.13
H11 -1.04 0.87 2.42  0.11
H12 0.13 2.00 0.58  0.11

## Properties
2S+1: 1
HOMO: -0.471 hartree
Calculated total energy: -9842.1263 eV
Lowest unoccupied orbital energy: -0.102 hartree
Charge: +1
Relative energy (zero: lowest compared OMol25 entry of this formula, charge and spin): 48.09 kcal/mol
Largest force on an atom: 0.102 Eh/bohr
SMILES: CC1=C[N@H+](C)[C@@H](N)N1
Gap between HOMO and LUMO: 0.3693 Ha

Record 2
DFT (ωB97M-V with the def2-TZVPD basis set) results for C5H12N3 as an isolated structure at a distorted geometry.

Last column: Löwdin charge in e.
Positions of all 20 atoms, in Å:
C1 -1.90 -0.46 -0.42  -0.08
C2 -0.20 1.55 -0.19  -0.12
C3 0.03 -0.70 -0.72  -0.03
C4 0.87 -0.49 0.48  -0.37
C5 2.32 -0.80 0.09  -0.03
N1 -2.32 -0.17 0.84  0.12
N2 -0.85 0.46 -0.97  -0.03
N3 0.49 0.87 0.90  0.00
H1 -2.54 -0.94 -1.14  0.15
H2 0.47 2.06 -0.89  0.15
H3 -0.92 2.26 0.22  0.14
H4 0.26 -1.35 -1.53  0.13
H5 0.59 -1.17 1.30  0.15
H6 2.97 -0.81 0.96  0.09
H7 2.70 -0.08 -0.63  0.09
H8 2.34 -1.78 -0.36  0.09
H9 -2.94 -0.82 1.30  0.12
H10 -1.00 0.74 -1.94  0.20
H11 1.27 1.40 1.25  0.14
H12 -1.63 0.25 1.45  0.10

## Properties
2S+1: 1
HOMO: -0.459 hartree
Calculated total energy: -9841.0139 eV
Lowest unoccupied orbital energy: -0.111 hartree
Charge: +1
Relative energy (zero: lowest compared OMol25 entry of this formula, charge and spin): 73.75 kcal/mol
Largest force on an atom: 0.083 Eh/bohr
Gap between HOMO and LUMO: 0.3477 Ha

Record 3
DFT (ωB97M-V with the def2-TZVPD basis set) results for an isolated ion of composition C5H12N3 and charge +1 at a distorted geometry.

Last column: Löwdin charge in e.
Positions of all 20 atoms, in Å:
C1 -4.24 -0.32 -0.14  0.05
C2 2.55 0.78 0.42  -0.11
C3 1.52 0.62 -0.70  -0.27
C4 0.86 -0.78 -0.69  -0.14
C5 -0.22 -1.04 0.55  -0.20
N1 -2.50 -0.74 -0.10  0.06
N2 -1.33 -0.25 0.37  0.07
N3 -4.49 0.90 -0.08  0.08
H1 3.12 -0.13 0.77  0.10
H2 3.21 1.56 0.09  0.06
H3 2.19 1.27 1.32  0.07
H4 0.71 1.46 -0.77  0.14
H5 1.98 0.73 -1.66  0.09
H6 0.30 -0.98 -1.67  0.13
H7 1.62 -1.53 -0.50  0.10
H8 0.22 -0.76 1.49  0.12
H9 -0.30 -2.18 0.46  0.14
H10 -2.46 -1.79 -0.27  0.13
H11 -5.50 1.20 -0.21  0.17
H12 -3.81 1.72 0.19  0.20

## Properties
2S+1: 1
HOMO: -0.532 hartree
Calculated total energy: -9837.8144 eV
Lowest unoccupied orbital energy: -0.209 hartree
Charge: +1
Relative energy (zero: lowest compared OMol25 entry of this formula, charge and spin): 147.53 kcal/mol
Largest force on an atom: 0.125 Eh/bohr
Gap between HOMO and LUMO: 0.3236 Ha

Record 4
DFT (ωB97M-V with the def2-TZVPD basis set) results for a 2-piece molecular cluster, C5H12N3O overall at a distorted geometry.

Last column: Löwdin charge in e.
Positions of all 21 atoms, in Å:
C1 0.45 -1.74 3.09  -0.13
C2 -1.37 -1.62 1.34  0.27
C3 -0.97 0.74 -2.11  -0.11
C4 0.54 0.56 -2.11  -0.26
C5 1.19 1.77 -1.46  -0.24
N1 0.66 1.63 0.80  0.05
N2 -0.72 -2.17 2.35  0.11
N3 1.44 1.53 -0.09  -0.10
O1 1.09 -0.85 2.58  0.14
H1 0.57 -2.31 3.96  0.14
H2 -2.26 -2.00 1.00  0.10
H3 -1.20 0.78 -1.04  0.04
H4 -1.29 1.51 -2.70  0.05
H5 -1.42 -0.25 -2.42  0.09
H6 0.91 0.64 -3.14  0.11
H7 0.90 -0.45 -1.74  0.12
H8 2.09 2.01 -1.93  0.09
H9 0.50 2.63 -1.60  0.13
H10 1.08 1.35 1.76  0.07
H11 -1.32 -2.95 2.70  0.19
H12 -0.87 -0.80 0.75  0.13

## Properties
2S+1: 1
HOMO (spin up / spin down): -0.406 / -0.406 hartree
Calculated total energy: -11886.2995 eV
Lowest unoccupied orbital energy (spin up / spin down): -0.253 / -0.253 hartree
Charge: +1
Relative energy (zero: lowest compared OMol25 entry of this formula, charge and spin): 135.12 kcal/mol
Largest force on an atom: 0.101 Eh/bohr
Gap between HOMO and LUMO (spin up / spin down): 0.1530 / 0.1530 Ha